[1]
{
  "formula": "C3H7N",
  "method": "the ωB97M-V functional and the def2-TZVPD basis",
  "elements": ["C", "C", "C", "N", "H", "H", "H", "H", "H", "H", "H"],
  "positions_angstrom": [[-0.144661, 1.248957, -0.768000], [-0.492827, -1.020641, 0.660292], [0.958696, -0.730623, 0.435437], [1.418676, 0.231291, -0.195513], [1.584282, -1.609536, 0.660128], [0.337568, 1.568143, -1.696293], [-0.024323, 2.050385, -0.046978], [-1.185777, 1.200865, -1.092650], [-0.896504, -0.020037, 0.047969], [-0.794668, -1.996462, 0.281780], [-0.760461, -0.922342, 1.713829]],
  "forces_ev_per_angstrom": [[3.46, 1.73, -0.76], [-0.45, 2.74, -0.93], [-0.91, -2.33, -0.01], [-2.63, 1.71, -1.36], [0.59, 0.68, 0.43], [0.29, 0.02, 0.28], [-0.15, 0.06, 0.03], [-0.14, -1.12, 0.57], [0.07, -3.45, 1.83], [-0.12, 0.13, -0.12], [-0.02, -0.17, 0.04]],
  "mulliken_charge": [-1.013, -0.584, 0.132, -0.506, 0.347, 0.365, 0.309, 0.339, 0.075, 0.281, 0.255],
  "total_energy_ha": -173.11248,
  "e_above_lowest_kj_mol": 340.2,
  "gap_ha": 0.375
}

---

[2]
{
  "formula": "C2H6IN2O",
  "method": "the ωB97M-V functional and the def2-TZVPD basis",
  "elements": ["C", "C", "N", "N", "O", "I", "H", "H", "H", "H", "H", "H"],
  "positions_angstrom": [[0.632037, -1.298344, 0.710605], [-1.656246, 1.788990, -0.034117], [-1.180509, 0.655324, -0.209552], [1.102318, -1.914079, -0.324882], [0.137482, 0.433123, -0.396009], [-0.694690, 3.670077, -0.460364], [-0.178971, -1.484711, 1.297733], [1.434983, -0.643176, 1.244100], [-2.782593, 1.893036, 0.225584], [0.592926, -2.726838, -0.656664], [1.829492, -1.733309, -0.968593], [0.763771, 1.359905, -0.427841]],
  "forces_ev_per_angstrom": [[6.82, 2.61, -0.58], [-2.12, 1.98, -0.14], [-0.64, -0.76, 0.87], [-2.78, -2.56, 0.80], [2.56, 3.35, -0.68], [-0.08, -0.96, 0.38], [-2.58, -1.13, 0.75], [-1.82, -0.86, -1.05], [2.17, -0.33, -0.61], [-0.44, 0.18, -0.11], [1.42, 1.04, 0.20], [-2.50, -2.55, 0.18]],
  "mulliken_charge": [-0.029, -0.177, -0.296, -0.183, -0.159, 0.111, 0.325, 0.243, 0.412, 0.285, 0.238, 0.231],
  "total_energy_ha": -561.85438,
  "e_above_lowest_kj_mol": 333.6,
  "total_charge": 1,
  "gap_ha": 0.321
}

---

[3]
{
  "formula": "C30H32BrLiN5O2S",
  "method": "the ωB97M-V functional and the def2-TZVPD basis",
  "elements": ["Li", "S", "C", "N", "N", "C", "C", "C", "C", "C", "C", "N", "N", "C", "C", "C", "C", "C", "C", "H", "H", "H", "H", "H", "H", "H", "H", "H", "H", "H", "O", "C", "C", "C", "N", "C", "Br", "C", "H", "H", "H", "H", "C", "C", "C", "C", "C", "C", "C", "C", "C", "C", "C", "C", "O", "H", "H", "H", "H", "H", "H", "H", "H", "H", "H", "H", "H", "H", "H", "H", "H", "H"],
  "positions_angstrom": [[-0.116712, 0.576884, 0.407564], [-1.553451, -1.055024, 1.462842], [-1.027631, -2.656526, 1.079224], [-1.176011, -3.661430, 1.928096], [-1.671935, -3.348949, 3.116902], [-2.043275, -4.267125, 4.049668], [-2.037401, -5.638301, 3.752890], [-2.469279, -6.553758, 4.685819], [-2.900225, -6.138312, 5.938397], [-2.879304, -4.785995, 6.251793], [-2.460613, -3.854695, 5.324224], [-0.508883, -3.069307, -0.094458], [-0.310470, -2.223719, -1.038977], [0.121760, -2.762339, -2.238342], [0.535829, -1.858582, -3.220640], [1.007247, -2.287982, -4.441539], [1.035268, -3.642282, -4.734940], [0.571863, -4.553495, -3.793877], [0.126211, -4.129298, -2.558252], [-1.836720, -2.339202, 3.265353], [-1.699229, -5.942648, 2.776265], [-2.474508, -7.605633, 4.433761], [-3.247133, -6.861626, 6.662211], [-3.193825, -4.455311, 7.233008], [-2.447963, -2.803033, 5.573565], [0.473483, -0.809483, -3.004775], [1.348841, -1.562118, -5.168464], [1.400868, -3.978481, -5.695500], [0.568681, -5.608573, -4.039202], [-0.233570, -4.824934, -1.816835], [4.056713, 1.435460, -4.472586], [3.094461, 1.283345, -3.531571], [1.759314, 1.612515, -3.763080], [0.843049, 1.394219, -2.749734], [1.172494, 0.894131, -1.571616], [2.434916, 0.622690, -1.349766], [2.813491, -0.010863, 0.372701], [3.448128, 0.779084, -2.284216], [3.669188, 1.731054, -5.306706], [1.457177, 2.024844, -4.714736], [-0.204493, 1.620201, -2.882250], [4.474554, 0.523295, -2.083735], [0.043878, 5.224527, -2.125722], [0.711074, 4.301179, -1.108661], [2.233603, 4.304462, -1.266002], [0.372959, 4.570143, 0.336577], [0.417052, 5.834840, 0.885836], [0.183786, 6.036362, 2.235582], [-0.103924, 4.942850, 3.036242], [-0.161370, 3.662230, 2.522061], [-0.466361, 2.472646, 3.397637], [-1.886390, 2.533526, 3.959322], [0.569887, 2.330775, 4.511380], [0.092143, 3.435067, 1.144322], [0.085146, 2.247065, 0.636172], [0.195067, 4.830409, -3.132516], [0.457877, 6.230518, -2.092050], [-1.026138, 5.284430, -1.938638], [0.351806, 3.285652, -1.295781], [2.645163, 5.282758, -1.021568], [2.531197, 4.043960, -2.282772], [2.661396, 3.578202, -0.578055], [0.644556, 6.680458, 0.247893], [0.235771, 7.032125, 2.660304], [-0.285265, 5.102142, 4.093078], [-0.404529, 1.582950, 2.759346], [-2.033545, 3.423377, 4.570179], [-2.086685, 1.653076, 4.568657], [-2.602300, 2.550460, 3.140489], [0.557115, 3.200039, 5.166897], [1.563564, 2.241407, 4.077277], [0.372426, 1.442318, 5.109456]],
  "forces_ev_per_angstrom": [[-0.08, -0.42, -0.35], [0.10, 0.55, -0.04], [-0.90, 0.54, 2.04], [0.30, -0.16, -0.72], [0.10, 1.51, -0.32], [-0.15, -0.92, 0.36], [0.08, 0.29, -0.16], [-0.04, -0.01, 0.19], [-0.04, -0.11, 0.13], [-0.05, -0.15, 0.02], [0.13, 0.11, -0.33], [1.13, -0.26, -3.37], [-0.95, -0.19, 2.90], [0.44, -0.85, -1.15], [-0.16, -0.02, 0.40], [0.05, -0.16, -0.20], [0.01, 0.04, -0.07], [0.11, -0.10, -0.15], [-0.07, 0.26, 0.32], [0.02, -0.38, -0.02], [0.01, -0.06, -0.11], [0.00, -0.06, -0.01], [0.00, -0.04, 0.07], [-0.03, 0.03, 0.02], [0.00, 0.11, -0.01], [0.00, -0.02, 0.09], [-0.01, 0.02, -0.04], [0.00, -0.07, -0.04], [-0.02, -0.02, 0.06], [-0.01, -0.10, 0.05], [0.12, -0.02, -0.05], [-0.44, -0.09, 0.27], [0.11, -0.03, 0.02], [0.22, 0.24, -0.40], [-0.23, -0.23, 0.48], [0.16, 0.15, -0.50], [0.25, -0.22, 0.31], [0.08, 0.08, -0.25], [-0.02, -0.02, 0.22], [-0.12, 0.05, -0.08], [-0.13, 0.04, -0.12], [0.09, -0.04, 0.14], [0.07, -0.14, 0.22], [0.02, -0.02, -0.04], [-0.21, -0.19, -0.08], [-0.08, -0.22, -0.23], [-0.02, 0.03, -0.06], [0.01, 0.34, 0.15], [-0.02, 0.08, 0.03], [-0.01, -0.26, -0.10], [-0.01, -0.10, 0.04], [0.18, -0.12, -0.11], [-0.13, -0.09, -0.17], [-0.01, 0.28, 0.17], [-0.05, 0.28, 0.08], [0.03, 0.05, -0.12], [0.02, 0.17, -0.01], [-0.12, 0.05, -0.01], [0.08, 0.19, 0.06], [0.03, 0.13, 0.01], [0.08, -0.01, -0.12], [0.14, -0.08, 0.06], [0.03, 0.11, -0.06], [-0.03, 0.00, 0.00], [-0.03, -0.02, 0.09], [0.01, 0.17, 0.18], [-0.03, 0.11, 0.08], [-0.08, -0.08, 0.10], [-0.13, 0.04, -0.03], [0.03, 0.09, 0.11], [0.14, 0.01, 0.03], [0.00, -0.10, 0.11]],
  "mulliken_charge": [0.681, -0.646, 0.249, -0.665, 0.444, 0.457, -0.325, -0.482, -0.493, -0.493, -0.474, -0.350, 0.129, -0.600, 0.373, -0.506, -0.379, -0.596, -0.320, 0.014, 0.402, 0.335, 0.354, 0.333, 0.406, 0.627, 0.359, 0.370, 0.349, 0.474, -0.594, 0.914, -0.343, -1.262, 0.393, -0.081, -0.090, -0.770, 0.324, 0.456, 0.495, 0.516, -1.827, 1.858, -1.159, 0.053, -0.109, -1.499, 0.114, 0.557, 1.085, -1.534, -1.583, -0.423, -0.925, 0.403, 0.334, 0.415, -0.577, 0.372, 0.284, 0.259, 0.277, 0.327, 0.318, -0.189, 0.337, 0.385, 0.360, 0.310, 0.361, 0.431],
  "total_energy_ha": -4566.48824,
  "e_above_lowest_kj_mol": 84.2,
  "total_charge": -1,
  "gap_ha": 0.223
}

---

[4]
{
  "formula": "C30H37N6O3S2SiY",
  "method": "the ωB97M-V functional and the def2-TZVPD basis",
  "elements": ["Y", "N", "C", "S", "N", "N", "C", "C", "C", "C", "C", "C", "C", "C", "C", "C", "C", "C", "N", "H", "H", "H", "H", "H", "H", "H", "H", "H", "H", "H", "C", "C", "O", "O", "H", "H", "H", "C", "S", "C", "O", "H", "H", "H", "H", "H", "H", "C", "Si", "C", "C", "C", "C", "C", "C", "C", "H", "H", "H", "H", "H", "H", "H", "H", "H", "H", "H", "N", "C", "C", "C", "C", "C", "N", "H", "H", "H", "H", "H", "H"],
  "positions_angstrom": [[0.087260, -0.063467, 0.352374], [4.071876, 2.269559, -0.579020], [2.845746, 1.723126, -0.778152], [2.747932, -0.007946, -0.784262], [1.864960, 2.556705, -1.017998], [0.687849, 1.903832, -1.202328], [-0.136229, 2.353418, -2.075155], [0.104834, 3.567249, -2.899542], [0.129250, 3.480385, -4.288360], [0.353584, 4.611455, -5.059058], [0.542138, 5.842497, -4.448696], [0.518408, 5.936124, -3.063875], [0.308534, 4.803607, -2.293756], [-1.333198, 1.523208, -2.319682], [-2.410078, 1.993204, -3.057037], [-3.470624, 1.139001, -3.325688], [-3.405875, -0.165791, -2.881196], [-2.301157, -0.549979, -2.134951], [-1.300491, 0.271305, -1.824597], [4.771343, 1.677594, -0.169313], [4.112283, 3.258168, -0.395290], [-0.018458, 2.518796, -4.765348], [0.382511, 4.530305, -6.138010], [0.712044, 6.726306, -5.049842], [0.673458, 6.893745, -2.583275], [0.321816, 4.868344, -1.214539], [-2.411722, 3.013647, -3.412402], [-4.327604, 1.492320, -3.884501], [-4.197058, -0.878046, -3.069532], [-2.222775, -1.559587, -1.760619], [1.372617, 1.381599, 4.168999], [0.857587, 0.916212, 2.828959], [1.379132, 1.380532, 1.777370], [-0.064080, 0.057444, 2.777674], [1.606449, 2.444982, 4.137450], [2.303283, 0.849687, 4.375727], [0.657018, 1.159648, 4.956708], [-0.349236, 3.913073, 1.523295], [-1.686571, 3.082720, 0.663154], [-2.991456, 3.427848, 1.844397], [-1.467008, 1.603445, 0.829811], [-0.318772, 3.591573, 2.563020], [-0.536976, 4.985087, 1.447771], [0.580571, 3.639836, 1.022159], [-2.714286, 2.987091, 2.800700], [-3.896986, 2.960704, 1.461366], [-3.128492, 4.505630, 1.925007], [-2.096119, -2.614284, 2.677841], [-1.988663, -2.159485, 0.812076], [-1.869763, -3.865510, -0.063997], [-3.803728, -1.635913, 0.410923], [-4.213490, -0.338173, 0.743137], [-5.484447, 0.131559, 0.444383], [-6.392509, -0.687973, -0.215519], [-6.014953, -1.978628, -0.554223], [-4.740682, -2.443030, -0.238744], [-2.279606, -3.683374, 2.821102], [-2.931713, -2.074960, 3.131927], [-1.199696, -2.338135, 3.234611], [-2.539286, -4.602222, 0.390864], [-0.855532, -4.270650, -0.020917], [-2.133484, -3.791986, -1.125044], [-3.504670, 0.318776, 1.236088], [-5.771911, 1.141616, 0.718572], [-7.385056, -0.326595, -0.455662], [-6.717527, -2.630567, -1.061145], [-4.474265, -3.456860, -0.516216], [1.310349, -2.873505, -1.263237], [1.550863, -3.197788, 0.052352], [2.009154, -4.476548, 0.397929], [2.193154, -4.785952, 1.724491], [1.916104, -3.821070, 2.690858], [1.448122, -2.599162, 2.269028], [1.255835, -2.278758, 0.980506], [1.667269, -3.529478, -1.938536], [1.493416, -1.913578, -1.532596], [2.211770, -5.196363, -0.384353], [2.550056, -5.767093, 2.009566], [2.038537, -4.017950, 3.745745], [1.172416, -1.833007, 2.982948]],
  "forces_ev_per_angstrom": [[0.39, 0.35, 0.11], [0.01, -0.01, 0.04], [-0.12, -0.02, -0.02], [0.02, -0.14, 0.07], [0.21, 0.25, 0.03], [-0.29, -0.35, -0.09], [0.23, 0.16, 0.03], [-0.04, 0.04, 0.01], [0.00, -0.02, 0.04], [0.00, 0.01, -0.03], [0.00, -0.01, 0.00], [-0.01, 0.00, 0.02], [0.00, 0.00, -0.03], [-0.11, -0.09, 0.01], [-0.01, 0.02, 0.02], [0.00, -0.01, 0.00], [-0.03, 0.01, -0.02], [0.01, 0.02, 0.02], [-0.05, -0.17, -0.12], [0.02, 0.00, -0.01], [-0.02, 0.00, 0.00], [0.00, 0.01, -0.01], [0.00, 0.00, 0.00], [0.00, 0.00, 0.00], [0.00, -0.01, 0.00], [0.00, 0.01, 0.02], [0.00, 0.00, 0.00], [0.00, 0.00, 0.00], [0.01, 0.01, 0.01], [0.02, -0.01, 0.02], [-0.02, -0.02, -0.03], [-0.01, 0.05, 0.16], [-0.08, -0.03, -0.01], [0.15, -0.16, -0.13], [0.00, 0.00, 0.00], [0.00, 0.00, 0.01], [0.00, 0.00, 0.00], [-0.05, -0.04, -0.10], [-0.04, 0.17, 0.18], [0.03, -0.02, -0.12], [-0.03, -0.02, -0.01], [-0.02, -0.02, 0.00], [0.03, 0.01, 0.00], [-0.01, 0.00, -0.01], [0.01, -0.01, 0.00], [0.00, 0.00, 0.02], [0.00, 0.00, -0.01], [-0.04, 0.03, -0.06], [-0.19, -0.14, 0.12], [0.01, 0.07, -0.05], [0.08, -0.02, 0.06], [-0.07, -0.04, 0.00], [0.03, 0.01, 0.00], [-0.01, 0.01, 0.00], [0.01, -0.03, -0.01], [0.00, 0.07, -0.06], [0.00, 0.01, -0.01], [0.03, 0.02, 0.01], [0.01, -0.02, -0.02], [-0.02, 0.02, 0.01], [-0.05, 0.01, 0.05], [0.04, -0.03, 0.00], [0.00, 0.01, 0.02], [-0.01, -0.01, 0.00], [0.01, 0.00, 0.00], [0.00, 0.00, 0.01], [0.00, -0.02, 0.01], [-0.01, 0.05, -0.06], [-0.05, -0.06, 0.05], [0.02, 0.01, -0.02], [-0.03, 0.08, 0.00], [0.01, -0.08, -0.01], [-0.02, 0.05, 0.09], [-0.01, 0.08, -0.20], [-0.02, -0.02, 0.01], [0.06, 0.02, 0.03], [0.01, 0.00, 0.01], [0.00, 0.00, 0.00], [0.00, -0.01, -0.01], [0.03, -0.02, -0.04]],
  "mulliken_charge": [-0.018, -0.468, 0.521, -0.642, -1.349, 1.717, -0.322, -0.538, -0.004, -0.872, -0.420, -0.838, 0.061, 0.703, -0.670, -0.796, -1.036, -0.745, -0.192, 0.231, 0.234, 0.510, 0.394, 0.397, 0.407, 0.349, 0.606, 0.450, 0.453, 1.077, -1.567, 1.092, -0.341, -0.415, 0.394, 0.362, 0.357, -1.083, 0.813, -1.021, -0.072, 0.378, 0.556, 0.136, 0.346, 0.241, 0.459, -1.442, 1.854, -1.482, 0.189, -0.268, -0.660, -0.530, -0.724, -0.183, 0.377, 0.411, 0.238, 0.450, 0.263, 0.347, 0.012, 0.342, 0.381, 0.386, 0.254, -0.039, 0.006, -0.863, -0.357, -0.949, -0.523, 0.648, 0.278, 0.039, 0.391, 0.394, 0.450, 0.472],
  "total_energy_ha": -2844.03130,
  "e_above_lowest_kj_mol": 20.3,
  "gap_ha": 0.227
}

---

[5]
{
  "formula": "C4H5FS",
  "method": "the ωB97M-V functional and the def2-TZVPD basis",
  "elements": ["F", "C", "C", "C", "C", "S", "H", "H", "H", "H", "H"],
  "positions_angstrom": [[-2.378494, -0.884122, 0.162805], [-0.986715, -0.965923, -0.013835], [-0.684833, 0.443159, -0.318587], [0.436872, 1.092747, -0.074867], [1.694928, 0.355138, 0.266054], [2.071449, -1.165451, -0.128635], [-0.536558, -1.366661, 0.921214], [-0.911598, -1.621757, -0.900848], [-1.553876, 1.022175, -0.721255], [0.586942, 2.137986, -0.130572], [2.261885, 0.952712, 0.938522]],
  "forces_ev_per_angstrom": [[-0.67, -0.63, 0.68], [-1.16, -0.35, -0.75], [-0.64, 1.41, -0.56], [2.05, -1.82, -0.08], [-1.84, 0.16, 0.13], [0.15, 0.38, 0.05], [-0.12, 0.18, -0.85], [0.64, 0.08, 0.65], [0.70, -0.66, 0.60], [-0.33, 1.01, -0.28], [1.21, 0.24, 0.39]],
  "mulliken_charge": [-0.321, -0.349, 0.008, -0.438, -0.286, -0.231, 0.354, 0.246, 0.312, 0.384, 0.320],
  "total_energy_ha": -653.39960,
  "e_above_lowest_kj_mol": 108.6,
  "smiles": "FC/C=C\\C=S",
  "gap_ha": 0.301
}